Here is a 14-piece molecular cluster, C75H160F18N8O16 overall from the OMol25 dataset. Energies are from the ωB97M-V functional and the def2-TZVPD basis.

The geometry in XYZ format:
```
277
Properties=species:S:1:pos:R:3:forces:R:3:mulliken_charge:R:1
C -13.5142 17.3097 21.7347 0.3 1.1 -0.4 -1.664
C -12.1549 16.9367 21.1833 0.2 -0.4 -1.6 -0.125
C -12.0626 17.1484 19.5945 -1.2 0.4 1.8 -0.417
C -10.6911 16.7766 19.1579 -1.6 -1.6 -1.5 -0.744
N -10.6506 16.2985 17.6900 0.4 0.1 0.5 0.410
C -9.2039 16.3100 17.2580 -0.8 -0.4 -0.4 -0.902
C -9.1492 15.3668 16.0188 -1.4 1.4 0.4 -0.970
C -10.4458 14.5005 16.1591 0.2 -0.2 -1.8 -0.636
C -11.0270 14.7874 17.5016 -0.1 1.7 1.0 -0.580
C -11.4254 17.2140 16.7656 -2.5 -0.3 1.0 -0.758
H -13.8206 18.3563 21.5312 0.1 -0.6 -0.3 0.300
H -13.4732 17.2784 22.7858 0.1 -0.2 1.5 0.479
H -14.2795 16.6084 21.4602 -0.5 -0.2 -0.5 0.424
H -11.9736 15.8477 21.3997 -0.1 0.8 -0.4 0.459
H -11.3244 17.4739 21.6196 0.0 0.4 0.4 0.027
H -12.3883 18.1625 19.2529 0.4 -0.7 0.6 0.467
H -12.8188 16.4620 19.2353 -0.1 -0.3 -0.6 0.489
H -10.3988 15.9284 19.7382 0.6 -0.6 0.3 0.204
H -9.9737 17.5264 19.2433 1.1 1.5 0.2 0.117
H -8.8930 17.3408 17.1977 0.1 0.4 -0.7 0.684
H -8.6461 15.9309 18.0949 0.2 -0.6 0.3 0.386
H -9.2144 15.9247 15.0594 0.5 -0.4 0.7 0.368
H -8.2470 14.8245 16.1379 0.8 -0.7 -0.5 0.452
H -11.1522 14.7511 15.3166 0.5 -0.1 1.0 0.282
H -10.2302 13.4508 15.9959 0.0 -0.2 0.2 0.471
H -12.1122 14.7026 17.5718 0.1 -0.1 0.0 0.396
H -10.5458 14.2875 18.3658 -0.2 0.1 -0.7 0.377
H -10.9453 17.1657 15.7939 -0.1 0.5 0.0 0.392
H -11.6204 18.2438 17.2180 1.1 -1.3 -0.8 0.246
H -12.4972 16.8027 16.6850 1.7 0.4 -0.1 0.340
C -1.0057 16.0289 31.8622 -0.4 -0.6 -1.2 -1.606
C -2.4464 16.1726 31.3772 1.0 0.2 -0.5 0.126
C -3.2760 15.1797 32.0804 -2.1 -0.3 1.0 -0.596
C -4.4616 14.9501 31.2071 -1.3 -1.3 0.6 -1.088
N -5.6054 14.0740 31.7038 1.0 0.2 1.1 0.641
C -5.1987 12.6980 32.3319 -0.4 2.0 -2.2 -0.607
C -6.4505 11.8649 32.1788 1.0 -0.2 -2.1 -0.769
C -7.3768 12.6265 31.1765 -1.1 -0.7 0.5 -0.684
C -6.4897 13.6886 30.5648 -0.7 0.2 -0.7 0.196
C -6.3165 14.8635 32.7428 -0.6 -0.6 -0.5 -1.304
H -0.3668 16.6467 31.2765 0.7 0.4 -0.4 0.400
H -0.6654 14.9764 31.7706 -0.2 0.6 0.0 0.353
H -0.9086 16.3235 32.8696 0.1 0.3 1.3 0.437
H -2.5215 16.0471 30.2698 0.2 0.1 0.8 0.045
H -2.9127 17.1000 31.6611 0.3 1.0 -0.4 0.315
H -3.6320 15.5614 33.0634 0.6 -0.2 -0.4 0.285
H -2.7228 14.2915 32.2320 0.4 -1.2 0.3 0.517
H -4.2053 14.4675 30.3151 0.9 -0.6 -1.5 0.535
H -4.9605 15.8445 30.9283 -0.3 1.1 -0.2 0.121
H -4.9328 12.8838 33.3244 0.8 0.2 1.5 0.403
H -4.3503 12.4143 31.7022 -0.1 -0.4 0.4 0.435
H -6.9324 11.7141 33.0922 -0.6 -0.5 1.4 0.424
H -6.0418 10.9289 31.7674 -0.9 0.0 0.2 0.318
H -8.2734 13.0523 31.7142 1.1 -0.2 -0.5 0.264
H -7.8237 11.9315 30.4425 0.4 0.5 0.2 0.491
H -7.0487 14.6025 30.2029 0.5 -0.6 0.1 -0.306
H -5.8591 13.2155 29.7633 -0.4 0.7 0.8 0.471
H -6.9013 15.6484 32.3088 0.2 0.8 -0.5 0.211
H -5.6723 15.1311 33.5410 1.0 0.7 0.3 0.505
H -7.0169 14.2485 33.2263 -1.1 -1.2 0.5 0.604
C -5.1127 15.4349 23.7421 1.2 0.9 -0.7 -1.188
C -4.8506 16.7612 24.5007 0.2 -0.9 0.5 -0.183
C -4.4754 17.8770 23.5709 -1.0 -0.1 -0.5 2.340
C -4.3917 19.1707 24.2930 -1.0 0.8 0.4 -0.438
N -3.9663 20.3508 23.4711 0.3 0.0 0.1 1.213
C -4.0719 21.5904 24.3531 2.3 -1.0 1.1 -0.563
C -4.2678 22.7554 23.4266 -0.6 -0.6 -0.4 -0.064
C -4.9157 22.1458 22.1822 -2.7 -1.9 0.3 -1.529
C -4.8204 20.5728 22.2552 -0.8 1.5 2.5 1.906
C -2.5635 20.1919 23.0490 1.1 0.5 -0.2 -0.257
H -5.6666 15.6635 22.8060 0.0 -0.2 0.7 0.055
H -5.5581 14.6013 24.2817 -0.2 0.3 0.2 0.430
H -4.1260 15.1199 23.4027 0.1 -0.4 -0.2 0.115
H -4.0745 16.7185 25.2952 -0.3 -0.6 -0.3 0.101
H -5.7469 17.0293 25.0030 -0.7 0.3 0.4 -0.045
H -5.2988 17.9240 22.8690 0.0 0.3 -0.5 -0.825
H -3.5620 17.6611 23.0680 0.8 -0.4 -0.6 -0.479
H -3.6357 19.1280 25.0467 0.4 -0.1 1.0 1.208
H -5.3844 19.4320 24.7519 1.0 -0.3 -0.5 -0.985
H -3.0822 21.6175 24.9500 -1.5 0.2 -1.0 0.210
H -4.8116 21.3060 25.0824 -0.8 0.7 0.0 0.661
H -3.3142 23.1019 23.1164 0.9 0.6 0.1 -0.510
H -4.8231 23.5622 23.9077 0.0 -0.1 -0.2 0.518
H -4.4764 22.3448 21.2414 0.5 1.2 -0.8 0.717
H -6.0136 22.3205 22.1289 0.7 0.4 -0.1 0.149
H -4.3187 20.2056 21.4356 1.3 -1.0 -1.8 -1.106
H -5.7241 19.9722 22.3939 -0.5 0.6 -0.1 -0.200
H -1.9148 20.2560 23.9164 0.0 0.1 0.2 0.119
H -2.2395 20.9873 22.3314 -0.5 -0.7 0.6 0.088
H -2.4259 19.2109 22.6234 -0.1 -0.1 -0.4 -0.427
C -15.1412 22.1004 32.2691 0.2 -0.7 0.0 -1.275
C -13.6981 22.2549 31.7038 -1.0 0.1 -0.5 -0.329
C -13.1724 20.8205 31.5424 2.6 0.5 1.0 -1.008
C -11.6724 20.5806 31.1085 -1.5 0.9 0.6 -0.761
N -11.2888 19.1851 30.5874 -0.6 1.0 0.6 0.725
C -11.6807 18.0379 31.5046 -1.3 0.2 -1.0 -0.716
C -10.6262 17.9544 32.5595 1.4 0.1 -0.1 -0.605
C -9.4147 18.8404 32.0874 -0.8 0.3 -0.8 -0.472
C -9.7778 19.1259 30.6136 0.5 0.5 0.7 -0.675
C -11.8636 19.0694 29.2262 1.6 0.9 -1.5 -1.087
H -15.1743 21.7585 33.3592 0.0 0.5 -1.6 0.312
H -15.7125 21.4223 31.6068 0.3 -0.1 0.6 0.336
H -15.6653 23.0254 32.1280 -0.2 0.7 0.5 0.418
H -13.1802 22.9005 32.4240 0.4 -0.2 -0.5 0.321
H -13.7992 22.7517 30.6905 0.4 -0.3 1.2 0.332
H -13.7671 20.3916 30.8158 -1.5 -1.2 -1.3 0.430
H -13.3189 20.3628 32.5068 -0.2 -0.6 0.3 0.383
H -11.0327 20.8873 31.9306 0.3 -0.4 0.0 0.440
H -11.5120 21.2505 30.2760 0.5 0.1 -0.2 0.329
H -11.7217 17.1736 30.8146 0.1 0.3 0.6 0.465
H -12.6819 18.1853 31.9544 0.4 0.1 -0.6 0.373
H -10.3472 16.8998 32.5949 0.2 0.2 0.5 0.320
H -10.9970 18.3078 33.5007 -0.2 -0.1 0.6 0.335
H -8.4918 18.3121 32.0787 0.7 -0.7 0.0 0.166
H -9.1761 19.7759 32.6317 -0.8 -0.6 0.0 0.419
H -9.3659 18.3396 29.9942 -0.3 -0.3 -0.4 0.077
H -9.4221 20.0954 30.2885 0.2 0.0 -0.3 0.358
H -12.8940 18.8339 29.1726 -1.1 0.1 0.6 0.404
H -11.3688 18.2846 28.6803 0.4 -0.5 0.1 0.424
H -11.6403 20.0040 28.6238 -0.4 -1.0 0.9 0.364
C -2.3873 15.9281 20.5055 1.2 3.5 -0.7 -0.811
C -1.2567 16.2057 21.5215 -1.1 -1.0 1.0 0.285
O -1.4537 15.8817 22.7166 0.0 0.7 -1.4 -0.374
N -0.1479 16.8277 21.1429 -0.5 -0.5 -1.1 -0.051
H 0.0614 16.9179 20.1627 -0.4 0.1 -0.1 0.307
H -1.7222 17.4162 25.1831 2.8 1.7 0.7 -0.110
C 0.8809 17.2748 22.0365 -0.5 -0.1 -0.9 -0.797
H -3.1008 16.7818 20.6351 0.6 -0.7 0.1 -0.331
H -2.8424 15.0737 20.8198 -1.4 -2.4 0.7 0.472
H -2.1979 15.9357 19.4103 0.5 -0.2 0.8 0.433
H 1.0238 18.2813 21.6779 0.9 0.4 0.3 0.515
H 1.7362 16.6096 21.8773 0.2 0.5 0.7 0.233
H 0.4365 17.3100 23.0176 0.4 -0.2 0.5 0.058
C 1.0754 27.1600 20.3843 -0.8 0.3 0.7 -1.548
C 0.7098 25.7981 19.8999 0.8 -2.4 -0.5 0.458
C 1.8768 24.8472 20.1858 0.3 1.1 -1.0 -1.122
O 1.5013 23.5592 19.7465 1.1 -0.4 0.0 -0.121
C 2.6102 22.6625 19.7739 0.6 -0.1 1.9 -0.753
N -0.4561 25.1847 20.6071 0.7 2.7 0.3 -0.340
H -0.2394 24.2432 20.5547 0.1 -2.5 -0.1 0.168
H -0.9315 23.8674 22.6792 0.5 0.8 -0.4 -0.136
H -1.1820 25.3135 19.9542 -1.6 0.1 -0.4 0.187
H 0.4077 27.9481 20.0905 -0.7 0.2 -0.1 0.347
H 2.0403 27.5675 20.1672 0.9 -0.4 -0.5 0.421
H 1.0093 27.0383 21.4605 0.0 0.4 0.4 0.346
H 0.5933 25.5837 18.8066 -0.2 1.1 0.5 0.336
H 2.2349 24.9191 21.2108 -0.2 -0.5 0.5 0.400
H 2.6972 25.2489 19.5827 0.3 -0.3 -0.1 0.544
H 3.4940 22.9331 19.1662 -0.6 0.5 0.1 0.322
H 2.3109 21.6811 19.4463 -0.5 -0.2 -0.2 0.194
H 2.9633 22.5549 20.8644 -0.3 0.1 -1.4 0.255
C -7.4218 27.0401 25.0946 -1.0 -0.5 1.6 -1.063
C -7.9672 25.6097 24.8033 -0.3 -0.1 -1.2 2.026
C -8.2039 24.6120 25.9189 -0.3 1.2 1.6 -1.015
O -6.9934 24.3117 26.5905 -0.1 0.0 -1.7 -0.257
C -7.1569 23.4617 27.6650 -0.3 -0.2 0.7 -0.836
N -9.2009 25.8091 23.9833 -0.4 0.7 0.8 -0.625
H -9.9118 26.3642 24.5167 1.0 -0.7 -0.6 0.294
H -8.6784 26.5307 22.4167 -0.1 0.1 0.3 0.616
H -9.6540 24.9676 23.6537 0.1 -0.3 0.2 0.195
H -6.7704 27.0329 25.9858 -0.3 0.0 -0.4 0.388
H -8.2237 27.8269 25.2326 0.6 -1.2 0.1 0.309
H -6.8701 27.3836 24.2625 0.8 0.2 -1.0 0.093
H -7.2433 25.0470 24.2003 0.1 0.5 -0.4 -1.112
H -8.6901 23.6914 25.5880 0.0 0.0 -0.4 0.300
H -8.8662 25.1260 26.6394 -0.2 -0.4 0.1 0.355
H -7.8055 23.9366 28.3797 -0.5 0.2 0.7 0.451
H -6.1957 23.3809 28.0894 1.2 -0.2 0.8 0.355
H -7.5103 22.4260 27.5388 -0.2 0.3 -0.9 0.164
C -5.9492 17.1362 20.2499 -0.6 1.2 1.3 -0.418
C -6.1571 17.7894 18.9303 2.0 1.5 -0.5 1.635
C -6.3870 19.2825 19.1012 -0.6 -1.7 0.9 1.441
O -6.4905 19.8976 17.8562 -0.5 -1.6 -0.5 -0.641
C -6.8176 21.2234 17.9673 -0.1 1.9 0.8 -0.520
N -4.9065 17.5135 18.0994 -1.3 -1.6 -1.3 -0.339
H -5.0069 17.8731 17.1133 -0.1 0.0 1.4 0.263
H -2.8868 17.9392 18.1142 0.3 0.8 -0.4 0.389
H -5.0393 16.4735 17.9161 0.8 1.4 0.4 0.278
H -6.2561 16.1440 20.2017 -0.4 -2.1 -0.1 0.892
H -6.4996 17.5722 21.1226 0.2 0.1 -0.9 -0.314
H -4.9059 17.1593 20.4401 0.9 0.0 0.5 -0.307
H -6.9680 17.3482 18.4413 -1.6 -0.5 -0.9 -1.024
H -5.5427 19.6338 19.6914 0.3 0.6 0.0 -0.741
H -7.2904 19.3307 19.7762 0.6 0.6 -0.7 -0.604
H -5.9608 21.6467 18.5712 -1.3 0.5 -0.2 0.171
H -7.8697 21.4189 18.4154 1.7 -0.3 -0.3 0.140
H -6.7965 21.6754 16.9698 0.0 -0.1 0.2 0.403
C 0.1465 22.9572 24.1209 -1.4 2.1 -2.9 -0.144
O -0.0706 21.7212 24.6917 0.4 0.6 -0.4 -0.316
O -1.0085 23.1645 23.3173 -0.5 -1.1 0.1 0.088
C 0.1191 24.1157 25.0948 -0.4 0.1 1.7 0.753
F -1.0745 24.3447 25.6377 -0.8 -0.8 0.4 -0.242
F 0.9487 23.7833 26.0866 0.7 0.3 0.6 -0.285
F 0.4384 25.3163 24.6162 1.0 -0.2 -0.9 -0.254
C 1.1124 20.9474 24.6345 0.6 -0.5 1.8 -0.436
C 1.5863 20.6145 23.2740 1.3 -0.4 -1.1 -0.191
H 1.4995 19.5367 23.1149 -0.3 0.4 -0.3 -0.144
H 1.1189 21.2047 22.4946 -0.5 -0.2 -0.2 0.004
H 2.6505 20.8306 23.1301 0.0 0.0 0.3 0.319
H 0.9930 20.0127 25.1754 -0.9 0.0 0.2 0.103
H 1.8215 21.4526 25.2675 0.8 0.4 -0.1 0.524
H 1.0234 23.2126 23.4142 -0.5 -1.4 1.4 0.247
C -6.9616 16.9466 29.0876 -0.8 0.7 -0.1 0.117
O -6.6833 18.3782 29.4760 0.4 -0.8 -0.3 0.126
O -7.8159 16.3903 29.8798 -0.6 -0.1 0.5 -1.084
C -7.4229 17.0329 27.5925 0.3 -0.8 -0.1 0.482
F -6.4118 17.6186 26.8962 -0.8 -0.1 -0.3 -0.199
F -7.6744 15.8049 26.9597 0.5 1.4 1.0 -0.381
F -8.5370 17.7484 27.4314 0.0 0.1 -0.1 -0.175
C -5.4234 18.9522 29.0903 -0.1 -0.1 -0.4 -0.076
C -5.7250 20.3407 28.6128 1.2 0.7 -0.2 -1.426
H -4.8954 20.8697 28.1201 0.5 -0.2 0.8 0.443
H -6.3742 20.3249 27.7920 -1.7 -0.4 -1.0 0.115
H -6.1336 20.9553 29.4019 -0.1 0.2 0.2 0.434
H -4.8705 18.4037 28.3137 -0.5 -0.1 0.1 0.049
H -4.7217 19.0114 29.9109 0.0 -0.2 0.7 0.299
H -6.0005 16.4686 29.0516 1.3 -0.5 -0.2 0.231
C -0.3675 17.0595 26.4871 0.5 -0.1 -0.2 -0.534
O -0.8180 15.7706 26.3610 0.9 -0.6 -0.6 -0.296
O -0.8201 17.8899 25.4926 -4.0 -0.8 -2.1 0.447
C -0.8198 17.5765 27.8395 2.9 0.7 2.7 0.613
F -0.0111 18.6623 28.2181 -1.7 -0.1 -1.3 -0.339
F -2.1161 17.8745 27.9863 1.0 -0.3 -0.2 -0.041
F -0.3959 16.7129 28.8167 -1.4 -0.5 -0.6 -0.323
C -0.0063 15.0831 25.3160 -1.7 -0.1 0.5 0.311
C -0.5564 13.6402 25.1968 1.1 1.9 1.1 -1.624
H -1.6214 13.5637 25.1211 -0.5 0.3 -1.1 0.270
H 0.0941 13.2343 24.4665 -0.1 -1.0 -1.2 0.454
H -0.3888 13.1184 26.1072 0.6 -0.5 1.0 0.477
H 1.0652 15.1173 25.6187 -0.7 -0.1 -0.2 0.393
H -0.2125 15.6476 24.3894 0.5 -0.5 0.3 -0.070
H 0.7242 17.1334 26.3349 -0.1 -0.1 1.1 0.455
C -7.0566 26.2091 21.3891 -1.1 0.2 0.2 0.530
O -5.9760 26.9706 21.8226 -1.1 -2.1 -0.3 -0.026
O -8.2911 26.8290 21.5683 0.4 0.1 -0.5 -0.651
C -7.0378 25.7399 19.8991 -1.0 -1.3 0.9 0.554
F -5.8199 25.4337 19.5290 1.6 -0.2 -0.6 -0.221
F -7.7319 24.5726 19.9031 -0.2 -0.7 0.2 -0.245
F -7.6219 26.4178 18.9266 0.2 1.3 0.2 -0.304
C -5.4475 27.9436 21.0096 -0.2 3.3 0.2 0.018
C -4.2991 28.3893 21.8089 2.4 1.5 2.0 -1.355
H -3.8689 29.3522 21.5136 -0.1 -0.1 -0.4 0.404
H -4.5008 28.5395 22.8989 -0.7 -0.1 -0.9 0.262
H -3.4714 27.7026 21.8870 0.3 -0.6 -0.5 0.310
H -6.0805 28.8886 20.9961 0.0 -1.3 -0.5 0.167
H -5.1153 27.6972 19.9949 -0.5 -0.5 0.1 0.292
H -7.0129 25.2836 22.0111 0.1 0.4 -0.7 -0.308
C -2.3551 19.8662 18.0412 0.2 -2.0 0.0 1.052
O -1.8789 20.7230 17.1052 -1.0 0.1 -0.7 -0.396
O -2.1520 18.4740 17.7145 -0.2 0.5 0.2 -0.698
C -1.5630 20.1228 19.2766 0.6 0.3 2.6 0.502
F -1.9392 19.3415 20.3209 -1.2 -0.5 -0.1 -0.023
F -0.2793 19.8699 19.2190 1.5 -0.1 -1.3 -0.352
F -1.6721 21.3783 19.7397 -0.5 0.5 -0.3 -0.286
C -2.6924 20.6554 15.9100 0.2 0.6 0.0 0.078
C -2.8175 21.9855 15.2046 -0.7 1.5 1.0 -1.326
H -1.9152 22.5746 14.9826 -0.1 -0.4 0.5 0.329
H -3.2375 21.7542 14.2669 -0.5 -0.3 -1.4 0.459
H -3.6204 22.6680 15.6673 1.4 -0.9 -0.3 0.218
H -3.7356 20.3603 16.1026 0.4 -0.3 0.5 0.015
H -2.2365 19.8910 15.3041 0.1 -0.2 -0.5 0.365
H -3.4135 19.9676 18.2482 -0.5 0.4 0.2 -0.449
C -8.5757 19.1383 23.0352 1.7 -0.4 -3.2 -0.457
O -9.8028 19.3104 22.2754 0.1 -0.2 -0.3 -0.245
O -7.4717 19.0256 22.2348 -1.2 0.1 1.3 -0.256
C -8.4949 20.2661 23.9819 0.8 2.6 0.1 0.538
F -7.5673 20.0335 24.9363 -0.2 0.3 0.0 -0.157
F -8.1610 21.5373 23.4255 0.1 -1.7 0.8 -0.149
F -9.6669 20.4654 24.5592 -0.5 0.3 1.0 -0.363
C -9.7734 20.4915 21.4683 -0.7 0.3 2.1 0.341
C -10.7299 20.4247 20.3447 -1.3 -0.3 -0.2 -1.217
H -10.8609 21.4257 19.9779 -0.3 0.6 -0.2 0.585
H -10.3087 19.8951 19.4969 0.0 -0.6 -0.1 0.008
H -11.7291 20.0206 20.6363 0.7 0.2 -0.3 0.174
H -8.8163 20.6464 21.0614 1.5 0.1 -0.3 -0.041
H -9.9737 21.3492 22.1633 -0.2 -0.5 -0.9 -0.051
H -8.7502 18.3011 23.6985 -0.4 -0.8 0.2 0.125
```
Positions in Å, forces in eV/Å.

Values from the calculation:
HOMO energy = -10.607 eV
HOMO-LUMO gap = 0.2816 Eh
M = 1772.11 g/mol
Maximum force = 4.585 eV Å⁻¹
Charge = +2